Arrangement i

The molecule H2N2P2. Source: the OMol25 dataset; level of theory: the ωB97M-V functional and the def2-TZVPD basis.

```
6
Properties=species:S:1:pos:R:3:nbo_charge:R:1
P -2.304 0.690 -0.021 0.93
P -0.516 -1.130 -0.317 1.03
N -2.005 -1.321 0.338 -1.08
N -0.640 0.602 -0.286 -1.22
H -0.080 1.282 -0.783 0.41
H 0.362 -1.215 0.790 -0.07
```

- multiplicity = 1
- E_LUMO (alpha / beta) (eV) = -0.84 / -0.94
- SMILES string = N1=P2=[P@H]1N2
- orbital gap (alpha / beta) (eV) = 7.675 / 7.297
- highest occupied orbital energy (alpha / beta) (eV) = -8.515 / -8.237

=====

Arrangement ii

The molecule H2N2P2. Source: the OMol25 dataset; level of theory: the ωB97M-V functional and the def2-TZVPD basis.

```
6
Properties=species:S:1:pos:R:3:nbo_charge:R:1
P -0.983 -0.694 -0.048 0.80
P -0.083 1.504 0.038 0.91
N -2.401 -1.114 -0.037 -0.90
N 1.410 1.280 0.040 -1.10
H 1.865 0.492 -0.349 0.39
H 0.194 -1.469 0.357 -0.09
```

- multiplicity = 1
- E_LUMO (eV) = -1.61
- SMILES string = [H]/N=P\[PH]#N
- orbital gap (eV) = 7.210
- highest occupied orbital energy (eV) = -8.816

=====

Winner for stability: arrangement i

=====

Arrangement i

A 6-piece molecular cluster, C30H63BN7O11 overall. Source: the OMol25 dataset; level of theory: the ωB97M-V functional and the def2-TZVPD basis.

```
112
Properties=species:S:1:pos:R:3:mulliken_charge:R:1
O 0.935 -0.729 2.077 -0.44
O 2.648 2.347 1.377 -0.32
O -5.866 -3.570 -4.883 -0.67
O 3.646 4.176 -1.885 -0.66
O -2.678 -0.117 -1.883 -0.60
O 3.773 -4.112 1.634 -0.47
O 0.909 -6.660 0.313 -0.64
O -2.278 1.731 3.117 -0.25
O -0.808 3.914 -1.299 -0.49
O -3.587 3.137 4.284 -0.59
O 1.276 1.393 2.852 -0.83
N -3.797 -3.048 -4.198 -0.13
N -4.622 0.273 -2.919 -0.15
N 2.700 4.076 3.061 -0.82
N -0.529 -7.896 1.507 -0.16
N -0.951 5.224 -3.111 -0.20
N 2.442 -0.426 -1.283 -0.62
N 5.244 5.697 -1.497 -0.18
C -1.466 2.617 2.305 -1.06
C -1.062 1.891 0.993 -0.95
C 1.812 -0.145 1.148 1.54
C 1.476 1.409 1.475 0.93
C -0.572 5.727 -4.416 -0.98
C -1.206 -5.648 0.778 -1.24
C 2.923 -5.213 1.342 -0.69
C 1.598 -1.810 5.077 -1.20
C -0.365 4.221 -2.393 0.67
C 4.121 5.014 -1.132 0.70
C 3.891 -1.758 1.153 -1.47
C 1.402 -0.646 -0.260 -0.85
C -0.187 -6.759 0.838 0.76
C 1.620 -0.292 4.648 -0.26
C 0.410 2.117 0.584 -0.35
C -3.847 0.224 -1.798 0.88
C 2.666 3.148 2.397 0.59
C -2.000 1.943 5.553 -0.71
C 3.516 5.337 0.210 -0.58
C -2.707 2.341 4.245 0.63
C -6.019 0.645 -3.030 -0.96
C 3.016 -2.884 1.726 0.72
C 5.950 6.717 -0.749 -0.88
C -2.345 -3.021 -4.250 -0.78
C 0.826 3.530 -3.006 -0.62
C -4.658 -3.638 -5.065 0.85
C -4.486 0.598 -0.484 -1.25
C 3.342 -0.320 1.387 -0.47
C -4.067 -4.370 -6.246 -1.27
C -1.773 -8.193 2.189 -0.84
B 0.744 0.057 3.315 0.61
H 2.782 0.530 -1.302 0.12
H -1.740 5.643 -2.645 0.26
H -2.476 -7.369 2.122 0.33
H 3.903 0.347 0.702 0.28
H 0.867 -2.341 4.442 0.18
H -6.576 -0.194 -3.451 0.28
H -3.750 0.512 0.312 0.04
H -0.598 3.010 2.866 0.42
H 6.977 6.385 -0.581 0.28
H -5.316 -0.077 -0.266 0.47
H -4.127 0.009 -3.756 0.27
H 2.663 0.074 4.574 0.17
H 5.969 7.638 -1.338 0.28
H 1.161 0.274 5.494 0.22
H -0.335 6.790 -4.330 0.30
H 3.216 6.387 0.240 0.45
H 0.598 3.204 0.690 0.10
H 2.731 -2.744 2.783 -0.23
H 1.412 -1.939 6.158 0.28
H -2.271 2.640 6.363 0.34
H 1.191 -1.733 -0.244 0.14
H -2.218 -9.083 1.740 0.28
H -1.706 2.296 0.194 0.60
H 5.478 6.915 0.207 0.35
H 0.558 1.890 -0.484 -0.40
H 4.088 -1.920 0.082 0.22
H -1.416 5.607 -5.100 0.29
H -6.104 1.499 -3.706 0.30
H -2.014 -1.983 -4.294 0.24
H -6.444 0.909 -2.067 0.35
H 1.633 4.243 -3.173 0.37
H 0.540 3.056 -3.948 0.45
H 2.610 -2.226 4.895 0.30
H 2.077 -3.013 1.155 0.03
H -0.462 0.092 3.435 -0.34
H 2.635 4.723 0.367 -0.43
H -3.430 -5.186 -5.903 0.36
H -4.838 1.630 -0.520 0.38
H 0.288 5.200 -4.816 0.37
H 4.861 -1.818 1.693 0.37
H -4.873 -4.786 -6.846 0.29
H 0.198 -8.594 1.508 0.24
H -3.491 -3.682 -6.867 0.34
H -1.448 -5.303 1.785 0.35
H -2.265 0.926 5.886 0.25
H -4.258 -2.577 -3.433 0.15
H 4.230 5.126 1.005 0.44
H 0.458 -0.177 -0.613 0.25
H -1.953 -3.476 -3.340 0.25
H 3.577 -6.040 1.002 0.33
H -1.962 -3.557 -5.112 0.38
H -2.111 -5.993 0.274 0.38
H -2.107 3.498 2.082 0.60
H -1.332 0.825 1.127 0.24
H -0.902 1.971 5.416 0.09
H 1.184 2.762 -2.327 -0.32
H 3.568 0.057 2.403 0.68
H -1.559 -8.396 3.240 0.28
H 5.598 5.434 -2.404 0.26
H 2.432 -5.560 2.275 0.27
H -0.793 -4.814 0.218 0.26
H 2.218 -5.014 0.528 0.35
H 2.167 -0.759 -2.197 0.29
```

- multiplicity = 1
- net charge = -1
- E_LUMO (eV) = 2.06
- orbital gap (eV) = 6.766
- highest occupied orbital energy (eV) = -4.707

=====

Arrangement ii

A 6-piece molecular cluster, C30H63BN7O11 overall. Source: the OMol25 dataset; level of theory: the ωB97M-V functional and the def2-TZVPD basis.

```
112
Properties=species:S:1:pos:R:3:mulliken_charge:R:1
O 3.566 0.718 1.102 -0.31
O 0.575 4.192 0.054 -0.50
O 2.179 -0.154 2.636 -0.80
O -0.820 1.219 3.992 -0.24
O 1.985 -5.345 -0.620 -0.49
O -7.467 0.358 -3.688 -0.67
O 0.902 -1.664 1.465 -0.49
O 4.676 3.030 -1.890 -0.64
O -1.238 2.504 5.808 -0.63
O -1.933 -6.154 -1.657 -0.64
O -2.754 1.381 -0.964 -0.59
N -3.507 -7.157 -0.415 -0.16
N -4.521 2.712 -1.285 -0.14
N 1.808 -0.613 -1.918 -0.62
N 4.726 1.666 3.011 -0.84
N 6.828 3.611 -1.683 -0.18
N 0.639 6.016 -1.245 -0.20
N -5.276 -0.074 -3.485 -0.12
C 2.121 -2.401 3.751 -0.30
C -6.371 -0.497 -5.637 -1.28
C 0.126 1.998 3.226 -1.18
C 0.964 -0.864 -0.740 -1.10
C -3.957 -0.505 -3.920 -0.76
C 1.763 -1.088 0.541 1.56
C -0.022 1.662 1.743 -1.01
C -3.863 2.146 1.017 -1.27
C -5.653 3.539 -0.912 -0.96
C 2.967 -3.171 -0.467 -1.56
C 1.570 -3.860 3.746 -1.31
C -6.428 -0.037 -4.199 0.84
C 8.041 3.978 -0.979 -0.88
C 2.132 0.256 1.337 1.04
C 4.143 1.087 2.188 0.67
C 0.934 6.783 -2.438 -0.98
C 0.887 4.693 -1.012 0.67
C 5.603 3.325 -1.153 0.72
C 0.728 -5.920 -0.916 -0.73
C -3.654 2.040 -0.473 0.87
C -3.296 -4.710 -0.327 -1.22
C -2.850 -6.050 -0.861 0.75
C 3.090 -1.829 0.280 -0.61
C -4.608 -7.226 0.527 -0.84
C -0.097 0.449 6.160 -0.75
C 1.833 -4.057 0.004 0.68
C 5.468 3.393 0.347 -0.72
C 1.547 3.908 -2.117 -0.57
C -0.771 1.500 5.311 0.66
C 1.307 1.514 1.009 -0.76
B 1.252 -1.341 2.874 0.74
H 0.906 -6.734 -1.624 0.36
H 8.376 4.962 -1.316 0.28
H 0.854 0.156 5.711 0.10
H -0.703 -0.454 6.250 0.26
H 1.162 1.622 -0.061 -0.28
H 2.486 0.121 -1.766 0.09
H -4.316 -7.836 1.385 0.28
H 0.350 -1.738 -0.956 0.27
H -4.315 2.592 -2.264 0.26
H -3.622 -1.334 -3.296 0.23
H -5.765 3.589 0.165 0.35
H 3.600 -1.945 1.238 0.73
H 5.690 4.403 0.697 0.45
H -4.845 1.754 1.287 0.47
H -6.565 3.124 -1.347 0.28
H 2.901 -2.998 -1.539 0.25
H -0.126 3.048 3.410 0.64
H -3.158 -8.016 -0.808 0.24
H 0.600 -3.875 3.247 0.20
H 1.602 7.610 -2.185 0.30
H 1.148 1.860 3.588 0.46
H 1.681 2.882 -1.792 -0.38
H -0.658 0.777 1.681 0.29
H -5.680 0.124 -6.209 0.34
H 0.301 -6.371 -0.011 0.28
H 0.197 -0.982 3.364 -0.34
H -4.888 -6.239 0.877 0.32
H 2.262 -4.492 3.183 0.34
H -2.679 -3.933 -0.768 0.25
H 2.080 -2.057 4.795 0.29
H 0.196 6.484 -0.471 0.25
H 1.408 6.167 -3.193 0.36
H -3.102 1.562 1.527 0.05
H 3.889 -3.730 -0.272 0.38
H -3.250 0.318 -3.806 0.23
H -5.381 0.245 -2.534 0.15
H 7.879 4.008 0.092 0.34
H 6.142 2.681 0.822 0.43
H -0.565 2.488 1.285 0.67
H 3.181 -2.392 3.479 0.18
H 1.820 -4.203 1.086 -0.22
H -3.178 -4.673 0.757 0.35
H 0.051 -5.224 -1.396 0.35
H -4.339 -4.523 -0.590 0.38
H 0.084 0.837 7.159 0.36
H 1.527 -4.292 4.748 0.28
H 3.743 -1.191 -0.318 0.31
H -5.471 -7.691 0.046 0.28
H 0.919 3.914 -3.010 0.44
H -7.362 -0.408 -6.072 0.29
H -5.510 4.548 -1.302 0.30
H 6.856 3.549 -2.687 0.26
H 4.452 3.145 0.630 -0.32
H 2.527 4.322 -2.350 0.37
H -3.776 3.186 1.337 0.38
H -6.056 -1.540 -5.691 0.36
H -3.968 -0.824 -4.957 0.38
H 1.266 -0.461 -2.752 0.31
H 8.824 3.249 -1.199 0.28
H 0.008 7.196 -2.846 0.29
H 0.254 -0.036 -0.623 0.34
H 0.858 -3.655 -0.276 0.09
H 1.921 2.366 1.313 0.27
```

- multiplicity = 1
- net charge = -1
- E_LUMO (eV) = 2.06
- orbital gap (eV) = 6.841
- highest occupied orbital energy (eV) = -4.780

=====

Winner for stability: arrangement ii